1.
Here is an isolated ion of composition C3H8NOSe and charge +1 at a distorted geometry from the OMol25 dataset. Energies are from the ωB97M-V functional and the def2-TZVPD basis.

Energy relative to the best compared isomer or geometry (same formula, charge and spin), eV: 1.157
Lowest unoccupied orbital energy, eV: -3.39
Net charge: +1
E_HOMO, Eh: -0.48939
Orbital gap, eV: 9.93
2S+1: 1

Atoms and positions in Å:
O1 1.336 0.733 1.978
C1 0.618 -0.110 1.171
N1 -0.168 0.860 0.282
C2 -0.895 0.093 -0.755
C3 -0.136 -0.942 -1.378
Se1 1.270 -1.457 -0.137
H1 2.170 0.422 2.331
H2 -0.272 -0.556 1.628
H3 0.565 1.491 -0.085
H4 -0.749 1.518 0.766
H5 -1.317 0.870 -1.436
H6 -1.792 -0.413 -0.352
H7 -0.873 -1.805 -1.637
H8 0.244 -0.705 -2.377

2.
Here is a 2-piece molecular cluster, C3H10N3O2 overall at a distorted geometry from the OMol25 dataset. Energies are from the ωB97M-V functional and the def2-TZVPD basis.

Energy relative to the best compared isomer or geometry (same formula, charge and spin), eV: 1.808
Lowest unoccupied orbital energy, eV: 3.73
Net charge: -1
E_HOMO, Eh: -0.10056
Orbital gap, eV: 6.47
2S+1: 1

Atoms and positions in Å:
C1 -0.511 1.705 -0.465
O1 -0.934 2.782 -1.093
C2 -1.562 1.173 0.584
N1 -1.177 -0.085 1.253
H1 -0.400 0.792 -1.229
H2 0.438 1.791 0.142
H3 -1.642 1.989 1.293
H4 -2.503 0.944 0.077
H5 -0.470 0.215 1.923
H6 -1.946 -0.470 1.797
N2 1.988 -0.367 -0.313
C3 1.698 -1.736 -0.513
N3 0.317 -1.978 -0.555
O2 2.619 -2.535 -0.707
H7 2.975 -0.217 -0.576
H8 1.325 0.241 -0.778
H9 0.088 -2.901 -0.736
H10 -0.303 -1.342 -0.102

3.
Here is C29H29BaFN2Si as an isolated structure at a distorted geometry from the OMol25 dataset. Energies are from the ωB97M-V functional and the def2-TZVPD basis.

Energy relative to the best compared isomer or geometry (same formula, charge and spin), eV: 0.957
Lowest unoccupied orbital energy, eV: 4.26
Net charge: -2
E_HOMO, Eh: 0.01710
Orbital gap, eV: 3.79
2S+1: 1

Atoms and positions in Å:
Ba1 -1.553 1.474 -0.324
C1 3.408 -0.201 1.057
Si1 1.906 0.925 1.447
C2 2.629 2.104 2.769
C3 1.776 2.019 -0.102
N1 0.408 0.247 1.774
C4 0.028 -0.665 2.677
C5 0.853 -1.337 3.623
C6 0.366 -2.274 4.516
C7 -0.983 -2.620 4.537
C8 -1.833 -1.986 3.633
C9 -1.322 -1.059 2.763
F1 -2.173 -0.452 1.894
H1 4.205 0.376 0.580
H2 3.135 -1.012 0.378
H3 3.828 -0.652 1.960
H4 3.562 2.561 2.429
H5 2.840 1.581 3.706
H6 1.926 2.910 2.989
H7 2.730 2.500 -0.326
H8 1.033 2.811 0.029
H9 1.499 1.428 -0.979
H10 1.908 -1.083 3.622
H11 1.045 -2.749 5.217
H12 -1.370 -3.349 5.237
H13 -2.893 -2.206 3.604
N2 -2.615 3.583 0.694
C10 -2.065 4.766 0.631
C11 -1.087 5.227 -0.342
C12 -0.575 6.506 -0.366
C13 -0.963 7.469 0.569
C14 -1.898 7.079 1.544
C15 -2.428 5.813 1.586
H14 -0.762 4.503 -1.098
H15 0.148 6.767 -1.139
H16 -0.552 8.473 0.542
H17 -2.211 7.809 2.290
H18 -3.148 5.551 2.353
C16 2.825 -4.818 -2.221
C17 1.445 -4.862 -2.373
C18 0.685 -3.707 -2.297
C19 1.286 -2.466 -2.050
C20 2.682 -2.437 -1.925
C21 3.440 -3.591 -2.011
C22 0.537 -1.209 -1.877
C23 -0.762 -0.963 -2.075
C24 -1.780 -1.778 -2.645
C25 -2.761 -2.440 -1.866
C26 -3.829 -3.088 -2.455
C27 -3.991 -3.103 -3.838
C28 -3.043 -2.452 -4.624
C29 -1.966 -1.808 -4.050
H19 3.409 -5.730 -2.245
H20 0.957 -5.814 -2.549
H21 -0.388 -3.756 -2.413
H22 3.165 -1.482 -1.746
H23 4.519 -3.540 -1.910
H24 1.180 -0.401 -1.521
H25 -2.641 -2.448 -0.787
H26 -4.555 -3.593 -1.827
H27 -4.839 -3.598 -4.295
H28 -3.145 -2.445 -5.704
H29 -1.232 -1.305 -4.669

4.
Here is C44H38N6NiO2S3Sb as an isolated structure from the OMol25 dataset. Energies are from the ωB97M-V functional and the def2-TZVPD basis.

Expectation value of S²: 3.80
Lowest unoccupied orbital energy (spin up / spin down), eV: 3.45 / 2.83
Net charge: -2
E_HOMO (spin up / spin down), Eh: -0.02249 / -0.02171
Orbital gap (spin up / spin down), eV: 4.06 / 3.42
2S+1: 4

Atoms and positions in Å:
Ni1 -1.869 -1.010 0.309
O1 0.785 -2.355 1.503
C1 1.578 -0.227 0.391
C2 1.137 0.699 -0.761
C3 -0.099 1.572 -0.645
C4 0.094 2.937 -0.847
C5 -0.999 3.786 -0.867
C6 -2.249 3.251 -0.649
C7 -2.380 1.886 -0.406
C8 -3.691 1.323 0.030
C9 -3.577 1.029 1.575
O2 -2.476 0.256 1.801
C10 -3.449 2.427 2.216
C11 -2.217 2.828 2.710
C12 -2.022 4.116 3.194
C13 -3.064 5.031 3.187
C14 -4.303 4.642 2.690
C15 -4.490 3.356 2.209
C16 -4.823 0.285 2.088
C17 -5.396 0.579 3.324
C18 -6.416 -0.207 3.846
C19 -6.867 -1.318 3.147
C20 -6.285 -1.637 1.927
C21 -5.279 -0.839 1.404
N1 -1.317 1.061 -0.435
C22 3.031 -0.868 0.021
C23 3.868 -0.186 -0.991
C24 5.170 0.145 -0.770
C25 5.812 -0.170 0.445
C26 5.088 -0.852 1.446
C27 3.784 -1.182 1.268
C28 1.546 0.518 1.700
C29 0.571 0.296 2.666
C30 0.592 1.023 3.851
C31 1.565 1.982 4.078
C32 2.530 2.224 3.107
C33 2.518 1.493 1.932
H1 1.083 0.140 -1.698
H2 1.961 1.406 -0.892
H3 1.096 3.318 -0.992
H4 -0.870 4.849 -1.028
H5 -3.132 3.874 -0.608
H6 -3.896 0.387 -0.494
H7 -4.493 2.035 -0.179
H8 -1.418 2.104 2.684
H9 -1.044 4.402 3.568
H10 -2.916 6.038 3.562
H11 -5.129 5.346 2.680
H12 -5.461 3.058 1.828
H13 -5.030 1.418 3.902
H14 -6.841 0.039 4.813
H15 -7.646 -1.947 3.563
H16 -6.567 -2.534 1.389
H17 -4.816 -1.152 0.473
H18 3.414 0.043 -1.946
H19 5.729 0.653 -1.548
H20 6.847 0.101 0.602
H21 5.577 -1.104 2.379
H22 3.229 -1.689 2.049
H23 -0.225 -0.418 2.507
H24 -0.185 0.843 4.583
H25 1.568 2.547 5.003
H26 3.292 2.978 3.267
H27 3.284 1.671 1.183
S1 -4.876 -5.016 0.036
Sb1 -2.834 -4.000 -0.395
S2 -2.133 -2.911 1.702
S3 -3.340 -1.796 -1.388
C34 -0.375 -2.416 -2.999
C35 0.402 -2.175 -1.762
N2 -0.079 -1.819 -0.635
C36 1.005 -1.703 0.320
C37 2.270 -2.173 -0.413
N3 1.817 -2.302 -1.797
C38 2.400 -3.393 -2.554
N4 2.673 -3.095 -3.951
N5 1.908 -3.614 -4.931
N6 2.361 -3.262 -6.076
C39 3.472 -2.472 -5.871
C40 4.336 -1.860 -6.786
C41 5.410 -1.174 -6.273
C42 5.636 -1.102 -4.880
C43 4.794 -1.697 -3.970
C44 3.691 -2.376 -4.500
H28 -1.408 -2.102 -2.823
H29 -0.385 -3.486 -3.220
H30 0.073 -1.896 -3.845
H31 -0.200 -2.627 1.574
H32 2.707 -3.099 -0.033
H33 1.777 -4.291 -2.563
H34 3.357 -3.636 -2.091
H35 4.154 -1.932 -7.849
H36 6.105 -0.683 -6.942
H37 6.501 -0.560 -4.518
H38 4.967 -1.630 -2.906

5.
Here is CH5N2O as an isolated structure at a distorted geometry from the OMol25 dataset. Energies are from the ωB97M-V functional and the def2-TZVPD basis.

Expectation value of S²: 2.02
Energy relative to the best compared isomer or geometry (same formula, charge and spin), eV: 0.545
Lowest unoccupied orbital energy (spin up / spin down), eV: -4.42 / -8.51
Net charge: +1
E_HOMO (spin up / spin down), Eh: -0.53580 / -0.60808
Orbital gap (spin up / spin down), eV: 10.16 / 8.04
2S+1: 3

Atoms and positions in Å:
C1 0.512 0.008 0.474
N1 1.286 0.955 -0.276
N2 -0.953 -0.181 -0.101
O1 1.422 -0.803 -0.028
H1 0.248 0.159 1.568
H2 1.049 0.816 -1.281
H3 -1.613 0.445 0.393
H4 -1.191 -1.124 0.381
H5 -0.758 -0.274 -1.129

6.
Here is a 11-piece molecular cluster, C7H29NO10 overall at a distorted geometry from the OMol25 dataset. Energies are from the ωB97M-V functional and the def2-TZVPD basis.

Energy relative to the best compared isomer or geometry (same formula, charge and spin), eV: 3.302
Lowest unoccupied orbital energy, eV: 0.26
Net charge: 0
E_HOMO, Eh: -0.31252
Orbital gap, eV: 8.77
2S+1: 1

Atoms and positions in Å:
C1 1.459 0.302 1.782
C2 -0.008 0.454 1.547
C3 -0.585 -0.571 0.754
C4 -1.983 -0.492 0.299
C5 -2.711 0.700 0.681
C6 -2.029 1.744 1.377
C7 -0.714 1.591 1.804
N1 -0.124 2.618 2.681
H1 1.981 1.282 1.694
H2 1.809 0.040 2.778
H3 1.967 -0.418 1.118
H4 0.057 -1.348 0.332
H5 -2.388 -1.353 -0.287
H6 -3.834 0.842 0.428
H7 -2.784 2.624 1.367
H8 0.899 2.458 2.827
H9 -0.478 3.577 2.550
O1 -1.436 -1.723 -2.266
H10 -1.547 -2.617 -1.996
H11 -0.494 -1.563 -2.141
O2 1.827 -2.793 -0.078
H12 0.949 -3.009 -0.325
H13 1.839 -2.665 0.892
O3 1.075 -1.077 -2.071
H14 1.789 -1.548 -2.400
H15 1.311 -0.181 -1.753
O4 -2.485 1.061 -2.862
H16 -2.348 0.329 -2.219
H17 -2.088 0.724 -3.700
O5 -1.008 -0.780 4.292
H18 -1.982 -0.812 4.309
H19 -0.792 -0.145 3.585
O6 -0.589 2.747 -1.967
H20 -1.258 3.191 -1.471
H21 -1.134 2.082 -2.546
O7 1.712 1.450 -1.241
H22 1.103 2.220 -1.080
H23 2.481 1.890 -1.498
O8 3.685 -1.051 -1.498
H24 3.487 -1.760 -0.927
H25 3.471 -0.291 -1.019
O9 1.143 -2.475 2.847
H26 0.740 -1.724 3.084
H27 0.789 -3.192 3.208
O10 -0.306 0.195 -3.903
H28 -0.569 -0.733 -3.952
H29 0.099 0.197 -3.039

| no. | electronic energy (eV) |
| --- | --- |
| 1 | -72116.4999 |
| 2 | -11839.0514 |
| 3 | -44812.0846 |
| 4 | -139369.3907 |
| 5 | -6132.0721 |
| 6 | -29693.8302 |